# 1
H4NPSi | ωB97M-V/def2-TZVPD

Element x y z (Å)
N -0.32973 0.74515 0.43880
Si 0.71437 0.14061 -0.76496
P -1.29909 0.39428 1.61062
H 0.20754 0.67976 -2.08215
H 1.90792 0.47219 -0.15390
H 0.28820 -1.22317 -0.84863
H -1.48921 -1.20881 1.80022

Computed properties:
Maximum force (eV/Å): 3.0
SMILES: [H]/P=N\[SiH3]

***

# 2
C20H21N3O3 | ωB97M-V/def2-TZVPD

Element x y z (Å)
C 0.18001 2.58193 1.16702
C 1.44820 1.57949 1.49718
C -0.02683 2.67998 -0.50548
C 1.32246 3.13670 -1.07205
C 2.29328 2.13795 -1.28533
C 1.48953 4.42394 -1.46171
C 3.36427 2.41032 -2.21740
C 2.35601 4.81508 -2.46263
C 3.34358 3.77226 -2.63362
C 0.33731 -0.77919 1.20774
C 0.23307 -1.57489 2.49123
C 0.32939 -1.49678 -0.06593
C -1.05022 -1.74041 -0.47988
C -2.33993 -1.11083 -0.71837
C -1.51706 -3.14761 -0.34225
C -2.93244 -3.28865 -0.63304
C -0.77106 -4.30111 0.15822
C -3.78779 -4.35558 -0.37483
C -1.52285 -5.45392 0.25819
C -2.93740 -5.47040 0.07314
H 1.51605 4.13449 1.83434
H 0.14845 3.79837 2.72060
H -0.71945 2.17124 1.60843
H -0.14447 1.65419 -0.94354
H -0.78387 3.47282 -0.70172
H 2.26193 1.18998 -0.93461
H 0.73081 5.10485 -1.14661
H 4.13221 1.80757 -2.43042
H 2.50235 5.94016 -2.48700
H 3.90152 4.22252 -3.52883
H 2.25090 -0.22275 1.71711
H -0.62716 -0.12463 1.07083
H 0.77863 -0.73757 -0.87465
H 1.00948 -2.42209 -0.02172
H -2.50709 -0.02316 -1.05353
H -4.65105 -1.29873 -0.01785
H 0.24859 -4.27609 0.61715
H -4.91207 -4.32590 -0.55061
H -0.95585 -6.32533 0.33084
H -3.40422 -6.46143 0.18975
H -1.68391 -2.36942 1.87825
N 0.37268 3.84834 1.67028
N 1.42338 0.22496 1.34551
N -3.37329 -1.97120 -0.68398
O 2.59223 2.15502 1.74948
O 0.98956 -1.66399 3.44388
O -0.90788 -2.32050 2.59843

Computed properties:
Maximum force (eV/Å): 7.6

***

# 3
C33H66O33 | ωB97M-V/def2-TZVPD

Element x y z (Å)
C 3.86724 6.21645 6.07171
O 3.07858 5.12311 5.73560
C 3.20566 4.61238 4.44679
O 4.16972 4.76363 3.67068
O 2.10360 3.88515 4.13456
C 1.90025 3.25424 2.89444
H 3.52344 6.66021 7.00604
H 3.79491 6.98973 5.30692
H 4.92173 5.94111 6.05335
H 1.46617 3.96219 2.18840
H 1.25430 2.38336 3.00591
H 2.89703 2.97528 2.55282
C 3.50272 -6.09009 -1.83464
O 2.56129 -7.14385 -2.21330
C 1.24105 -6.89239 -2.26908
O 0.67869 -5.84170 -1.95998
O 0.72216 -8.02685 -2.68900
C -0.65966 -8.15806 -2.99169
H 4.37225 -6.71690 -1.63681
H 3.22675 -5.67386 -0.86578
H 3.71631 -5.28727 -2.54030
H -1.00169 -9.09729 -3.42637
H -0.83289 -7.46723 -3.81683
H -1.31641 -7.81112 -2.19394
C 0.27792 -2.49495 -1.47088
O 0.82873 -1.17944 -1.48954
C 0.33218 -0.17086 -0.75893
O -0.55331 -0.19616 0.11428
O 1.00405 0.99787 -1.19052
C 0.78556 2.23512 -0.56188
H -0.79024 -2.47916 -1.68742
H 0.51630 -3.01828 -0.54492
H 0.70100 -2.98810 -2.34604
H -0.24210 2.52679 -0.34522
H 1.27459 3.00487 -1.15890
H 1.25128 2.16619 0.42120
C -3.30797 6.79003 2.76907
O -2.49051 5.60405 2.90052
C -2.63690 4.50786 2.16073
O -3.36212 4.34588 1.13403
O -1.88985 3.57108 2.78600
C -1.86275 2.23039 2.38516
H -2.99994 7.58820 3.44445
H -4.37784 6.59847 2.85152
H -3.18175 7.25087 1.78938
H -0.98253 1.72262 2.77947
H -1.85102 2.09118 1.30415
H -2.77586 1.78855 2.78404
C -3.65094 -2.60478 -2.70756
O -3.24341 -3.93549 -2.67922
C -4.05473 -4.96772 -2.37071
O -5.23166 -4.84671 -1.95865
O -3.28741 -6.06879 -2.33348
C -3.95940 -7.32800 -1.89376
H -3.62486 -2.10844 -1.73747
H -4.69595 -2.48564 -2.99366
H -3.07617 -2.03932 -3.44105
H -4.38451 -7.21744 -0.89619
H -3.19438 -8.09971 -1.97935
H -4.75772 -7.57223 -2.59457
C 6.64634 2.24469 -3.30112
O 5.96745 1.16379 -2.76303
C 5.05794 0.44174 -3.50184
O 4.73039 0.70135 -4.62620
O 4.68447 -0.62955 -2.70986
C 3.70132 -1.52731 -3.18097
H 6.56115 2.29528 -4.38661
H 7.69071 2.37926 -3.01955
H 6.00034 3.00133 -2.85584
H 4.35982 -2.21060 -3.71724
H 2.94512 -0.99368 -3.75673
H 3.27929 -2.06157 -2.32976
C 2.55276 -5.06485 1.91883
O 2.48598 -3.78052 1.46129
C 2.55500 -2.77357 2.37411
O 2.79227 -2.90605 3.54353
O 2.29455 -1.65811 1.76132
C 2.07648 -0.50351 2.53011
H 2.63372 -5.80884 1.12636
H 1.69828 -5.32641 2.54297
H 3.42744 -5.17011 2.56067
H 1.74812 0.29279 1.86215
H 2.87109 -0.12611 3.17375
H 1.27691 -0.64785 3.25672
C -1.72434 -4.91706 0.42260
O -2.68358 -5.82413 1.00203
C -2.30668 -6.56652 1.98520
O -1.19984 -6.55315 2.51871
O -3.30776 -7.47513 2.23428
C -3.05959 -8.70148 2.82551
H -1.06280 -5.47440 -0.24060
H -1.11141 -4.45838 1.19850
H -2.25362 -4.09419 -0.05787
H -2.11048 -8.79359 3.35353
H -3.22920 -9.45413 2.05554
H -3.86513 -8.78394 3.55517
C 3.31589 4.37897 -3.33960
O 2.56699 4.96727 -2.25954
C 2.22038 6.27028 -2.42529
O 2.53124 7.01007 -3.41174
O 1.42357 6.59108 -1.39880
C 0.90684 7.88012 -1.41038
H 4.36773 4.49566 -3.07861
H 2.96285 4.63540 -4.33846
H 3.20613 3.29559 -3.29118
H -0.06285 7.90712 -0.91331
H 0.78335 8.16789 -2.45442
H 1.51972 8.63563 -0.91876
C -3.84232 -0.35930 1.01313
O -3.40071 -1.64963 1.46520
C -2.61364 -1.71387 2.54804
O -2.17556 -0.80921 3.23509
O -2.52591 -3.00743 2.80075
C -1.70560 -3.62027 3.69647
H -4.32657 0.24244 1.78224
H -4.51466 -0.27340 0.15950
H -2.93197 0.09562 0.62273
H -0.85279 -3.89244 3.07458
H -2.15822 -4.56005 4.01280
H -1.44993 -3.09045 4.61409
C -1.78967 5.68530 -1.38381
O -1.92239 6.83236 -2.23587
C -2.83749 7.71142 -1.90268
O -3.52945 7.75528 -0.82386
O -2.94599 8.62541 -2.89045
C -3.82529 9.69828 -2.79205
H -1.05573 4.94327 -1.69815
H -2.72023 5.13546 -1.24298
H -1.40391 5.86849 -0.38095
H -3.64564 10.29548 -1.89808
H -4.87453 9.41275 -2.86728
H -3.71467 10.42459 -3.59725

Computed properties:
Maximum force (eV/Å): 5.1
SMILES: COC(=O)OC.COC(=O)OC.COC(=O)OC.COC(=O)OC.COC(=O)OC.COC(=O)OC.COC(=O)OC.COC(=O)OC.COC(=O)OC.COC(=O)OC.COC(=O)OC

***

# 4
C4H8NO | ωB97M-V/def2-TZVPD

Element x y z (Å)
C -0.43839 1.14117 0.60329
C -1.64907 0.23638 0.65414
C 0.05802 2.50503 0.57850
C 1.49659 -2.99066 -1.21731
N -0.31583 -0.01805 0.04784
O 0.65986 -2.12651 -1.11888
H -1.66756 -0.26510 1.63184
H -2.52461 0.32907 0.10698
H -0.33410 3.02609 1.52256
H -0.58545 2.84330 -0.30236
H 1.14601 2.44943 0.49491
H 2.14414 -3.12760 -0.23155
H 1.87069 -3.46916 -2.09554
H 0.13970 -0.53338 -0.67440

Computed properties:
Net charge: +1
Maximum force (eV/Å): 4.5

***

Kohn-Sham gap (Eh)
0.30838, 0.24050, 0.40326, 0.35466
Energy above the lowest of the compared OMol25 structures with the same formula, charge and spin (kJ/mol)
51.7, 1111.9, 497.1, 307.5